{
  "formula": "C38H64Br6N4O4",
  "method": "ωB97M-V/def2-TZVPD",
  "homo_lumo_gap_ev": [7.0, 2.8],
  "total_energy_ha": -17449.9415,
  "homo_ha": [-0.3627, -0.3627],
  "multiplicity": 2,
  "s2": 0.76,
  "e_above_lowest_kj_mol": 41.7,
  "total_charge": 1,
  "symbols": ["C", "C", "C", "O", "C", "H", "H", "H", "H", "H", "H", "H", "H", "C", "C", "C", "O", "C", "H", "H", "H", "H", "H", "H", "H", "H", "C", "C", "C", "O", "C", "H", "H", "H", "H", "H", "H", "H", "H", "C", "C", "C", "O", "C", "H", "H", "H", "H", "H", "H", "H", "H", "Br", "C", "C", "Br", "H", "H", "H", "H", "Br", "C", "C", "Br", "H", "H", "H", "H", "Br", "C", "C", "Br", "H", "H", "H", "H", "N", "C", "C", "C", "C", "H", "H", "H", "H", "H", "N", "C", "C", "C", "C", "H", "H", "H", "H", "H", "N", "C", "C", "C", "C", "H", "H", "H", "H", "H", "N", "C", "C", "C", "C", "H", "H", "H", "H", "H"],
  "xyz": [[4.76477, 1.00556, 2.11177], [3.88053, 1.34593, 3.32577], [2.89057, 0.21635, 3.24497], [2.66697, -0.02146, 1.86247], [3.74651, 0.35112, 1.08424], [5.63350, 0.38473, 2.33082], [5.28120, 1.88650, 1.73052], [3.40846, 2.32463, 3.41174], [4.40726, 1.11728, 4.25226], [1.94258, 0.43481, 3.73661], [3.28899, -0.67552, 3.72864], [3.43292, 1.20344, 0.48148], [4.22408, -0.46666, 0.54455], [-1.81620, -1.15543, -0.94075], [-0.72582, -2.07039, -0.50787], [0.44037, -1.10010, -0.27439], [-0.22473, 0.13282, -0.13208], [-1.55860, 0.02671, -0.03468], [-2.76305, -1.68270, -0.82432], [-1.60443, -0.89116, -1.97681], [-0.56565, -2.74826, -1.34629], [-1.01735, -2.72491, 0.31354], [1.04486, -0.96353, -1.17106], [1.11577, -1.40180, 0.52618], [-1.98017, 0.97061, -0.38025], [-1.81684, -0.06583, 1.02024], [2.89074, -2.34110, -3.96481], [3.83109, -1.27391, -3.92535], [4.71235, -1.64408, -5.13443], [3.85865, -2.37311, -5.99158], [2.57844, -2.51465, -5.44019], [2.03006, -2.05687, -3.35939], [3.31182, -3.27535, -3.59336], [4.33493, -1.18050, -2.96332], [3.31000, -0.32547, -4.05585], [5.50707, -2.29409, -4.76837], [5.06420, -0.71352, -5.57978], [2.07673, -3.47323, -5.57256], [1.86138, -1.79649, -5.83795], [2.39219, 3.98123, 0.46249], [1.98138, 5.31313, 1.03435], [0.51268, 5.09033, 1.45580], [0.28956, 3.69772, 1.37690], [1.11833, 3.15393, 0.35541], [3.13019, 3.47556, 1.08519], [2.90443, 4.13519, -0.48725], [2.17384, 6.19012, 0.41633], [2.51740, 5.65501, 1.91973], [-0.22410, 5.56082, 0.80472], [0.45643, 5.55916, 2.43821], [0.62649, 3.23825, -0.61366], [1.27908, 2.09457, 0.55539], [-1.44627, -2.41085, 3.45769], [-2.34972, -4.13083, 2.98321], [-1.35054, -5.03464, 2.43380], [-2.10543, -6.85979, 2.13483], [-3.09410, -3.89340, 2.22320], [-2.82532, -4.52365, 3.88187], [-0.56227, -5.12244, 3.18149], [-0.84759, -4.56978, 1.58582], [-1.04002, 4.21671, -2.75806], [-1.29592, 2.26920, -3.24760], [-0.09270, 1.88330, -4.14304], [-0.07207, -0.08799, -4.73049], [-2.26839, 2.25598, -3.73978], [-1.40995, 1.67402, -2.34159], [0.85661, 1.97243, -3.61488], [-0.00690, 2.56386, -4.99014], [0.01014, -6.35586, -5.43132], [-1.55268, -5.25857, -4.90621], [-1.03912, -3.94983, -4.41239], [-2.58633, -2.85718, -3.85877], [-2.22665, -5.82256, -4.26140], [-2.21977, -5.18545, -5.76513], [-0.42813, -3.43716, -5.15533], [-0.45207, -4.11310, -3.50862], [3.15366, -3.47324, 1.34570], [2.36233, -4.07336, 0.45623], [2.10276, -5.34459, 1.00355], [2.74192, -5.36319, 2.23699], [3.47366, -4.24633, 2.42344], [3.53254, -2.54600, 1.21623], [1.86514, -3.58661, -0.36977], [1.42209, -6.15677, 0.79510], [2.67383, -6.16521, 2.95708], [4.03889, -3.83865, 3.24849], [-3.40348, 3.03699, 2.93955], [-3.38090, 3.65886, 1.70306], [-4.53164, 4.44671, 1.51380], [-5.09702, 4.40386, 2.77168], [-4.44199, 3.54573, 3.62685], [-2.88370, 2.27553, 3.35199], [-2.57312, 3.44424, 1.01907], [-4.78897, 5.09741, 0.69114], [-6.00412, 4.85252, 3.14885], [-4.60479, 3.21030, 4.64044], [-0.11757, 2.66173, 3.74460], [-0.55692, 1.39302, 3.86815], [-1.19507, 1.29876, 5.11750], [-1.26513, 2.52667, 5.66460], [-0.69465, 3.38150, 4.79368], [0.27597, 3.10741, 2.92815], [-0.32793, 0.74042, 3.03864], [-1.66327, 0.40977, 5.51357], [-1.81979, 2.87553, 6.52312], [-0.80897, 4.45457, 4.75059], [-5.18382, 0.72134, -0.88697], [-4.94802, 0.18533, -2.14894], [-4.78713, 1.24731, -2.97271], [-4.87232, 2.47223, -2.25418], [-5.17681, 2.13637, -0.96616], [-5.33035, 0.19260, -0.03900], [-4.87484, -0.87647, -2.33227], [-4.54329, 1.15530, -4.02078], [-4.63961, 3.43399, -2.68690], [-5.34418, 2.76662, -0.10525]],
  "forces_ev_per_a": [[0.2, 0.7, -0.6], [0.7, -1.4, 0.6], [-0.6, 0.0, 0.1], [-1.5, -1.0, 0.2], [1.9, 2.1, 1.3], [-0.4, -0.5, 0.4], [-0.4, 0.2, -0.4], [0.2, 0.0, -0.5], [0.3, 0.7, 0.1], [-0.1, 0.0, -0.2], [0.2, -0.2, -0.1], [0.0, -0.5, -0.9], [-0.3, 0.0, -0.3], [-1.3, -0.2, 0.6], [0.8, -1.3, -0.8], [-0.4, -1.0, -0.7], [3.7, 2.1, 0.7], [-1.8, 0.1, -0.2], [-0.3, 0.4, -0.3], [-0.5, 0.3, 0.0], [0.5, -0.2, 0.0], [0.2, 0.4, 0.4], [0.2, -0.4, -0.2], [-0.3, 0.5, 0.4], [-0.3, 0.1, -0.2], [-0.7, -0.6, 0.3], [-3.0, -1.7, 0.8], [1.9, 1.9, 0.0], [-0.3, 0.8, 1.2], [0.3, -0.4, -1.5], [-0.5, -0.1, 1.2], [-0.4, -0.5, 0.0], [0.0, -0.1, 0.1], [0.4, -0.1, -0.1], [0.0, 0.2, -0.3], [0.3, 0.1, -0.4], [0.4, -0.4, -0.5], [0.7, -0.5, -0.6], [0.2, 0.5, 0.0], [1.2, -0.3, -0.7], [-0.3, 1.1, 0.7], [0.5, 1.2, -0.9], [-0.5, -0.2, 0.6], [0.6, 0.0, -0.1], [-0.1, 0.0, 0.2], [-0.2, -0.2, -0.2], [-0.5, -0.3, -0.7], [0.3, -0.7, 0.3], [0.1, 0.3, -0.2], [-0.8, -0.8, 0.4], [0.0, 0.2, 0.0], [-0.2, 0.0, 0.1], [-0.4, -0.6, -0.1], [-1.4, 0.9, 0.2], [1.8, -0.7, 0.4], [0.5, 1.2, -0.1], [-0.1, 0.2, 0.3], [0.1, 0.3, -0.1], [0.0, -0.6, -0.1], [-0.3, -0.7, -0.5], [-0.1, -1.1, -0.1], [0.4, 0.1, -0.5], [-0.1, -0.3, 0.6], [-0.4, 1.8, 0.5], [0.3, 0.0, -0.2], [0.4, 0.2, 0.0], [-0.3, -0.1, 0.2], [-0.3, -0.6, -0.3], [-0.6, 0.3, 0.2], [-0.7, -0.9, -1.0], [-0.1, -0.1, 0.7], [0.3, -0.2, -0.3], [0.8, 0.0, 0.8], [0.6, 0.4, -0.5], [-0.4, 0.2, 0.1], [0.0, 0.2, -0.1], [1.6, 2.4, 0.0], [-1.5, -2.3, 0.1], [-0.7, 0.9, -0.1], [0.5, -2.0, 1.4], [-0.5, 1.1, -0.2], [-0.2, -0.1, 0.0], [0.5, 0.1, -0.1], [0.0, 0.3, -0.9], [0.1, -0.1, -0.1], [0.0, -0.2, -0.2], [-0.7, 0.8, -0.1], [1.1, -1.8, -0.4], [0.3, 0.5, 2.0], [-3.0, 1.7, -0.5], [1.7, -1.6, 0.0], [1.2, -0.2, -0.3], [0.1, 0.0, 0.0], [0.1, -0.3, 0.0], [0.0, 0.5, -0.5], [-0.3, 0.2, 0.0], [-2.0, 1.5, 1.9], [0.4, -0.5, 0.5], [-0.4, -3.8, -2.1], [-1.1, 2.5, 1.3], [1.5, 1.3, -1.4], [0.0, -0.2, -0.5], [0.0, -0.6, 0.4], [0.2, -0.1, 0.0], [0.1, -0.3, 0.2], [0.7, 0.0, 0.2], [-0.1, 0.9, -0.2], [-0.2, 0.6, 1.5], [0.7, 0.3, -1.3], [0.0, -0.6, -0.2], [0.4, -1.4, 0.3], [-0.1, 0.1, -0.3], [-0.1, 0.1, 0.1], [-0.1, 0.0, 0.0], [-0.4, 0.1, 0.2], [-0.1, -0.3, -0.1]]
}